{
  "formula": "C30H30N5O2ReSb",
  "method": "wB97M-V/def2-TZVPD",
  "largest_force_ev_per_a": 1.285,
  "spin_multiplicity": 2,
  "de_lowest_ev": 0.4595,
  "total_charge": 4,
  "gap_ev": [5.6, 5.9],
  "e_lumo_ev": [-14.310, -13.989],
  "s2": 0.761,
  "homo_ev": [-19.8743, -19.8773],
  "elements": ["Re", "C", "C", "C", "C", "C", "C", "N", "Sb", "C", "C", "C", "C", "C", "C", "N", "C", "C", "C", "C", "C", "C", "N", "H", "H", "H", "H", "H", "H", "H", "H", "H", "H", "H", "H", "H", "H", "H", "H", "H", "H", "O", "C", "C", "C", "C", "N", "C", "C", "C", "C", "C", "C", "O", "C", "C", "N", "H", "H", "H", "H", "H", "H", "H", "H", "H", "H", "H", "H"],
  "coordinates": [[0.56, 0.59, 0.28], [-1.10, -1.18, 2.63], [-0.09, -0.19, 3.12], [0.08, -0.04, 4.49], [0.97, 0.87, 5.02], [1.71, 1.66, 4.13], [1.54, 1.55, 2.78], [0.65, 0.62, 2.25], [2.83, 2.89, 1.64], [1.30, 3.59, 0.33], [1.21, 4.94, 0.08], [0.41, 5.39, -0.97], [-0.19, 4.45, -1.78], [-0.08, 3.09, -1.48], [-0.61, 2.10, -2.47], [0.59, 2.67, -0.38], [3.41, 1.43, 0.16], [4.76, 1.30, -0.08], [5.22, 0.48, -1.11], [4.29, -0.17, -1.90], [2.93, -0.04, -1.62], [1.95, -0.65, -2.57], [2.51, 0.71, -0.56], [-1.60, -1.61, 3.50], [-0.64, -2.01, 2.09], [-1.87, -0.73, 2.01], [-0.51, -0.67, 5.14], [1.10, 0.96, 6.09], [2.43, 2.37, 4.52], [1.77, 5.65, 0.67], [0.32, 6.45, -1.18], [-0.73, 4.75, -2.67], [-0.33, 2.41, -3.48], [-1.70, 2.01, -2.45], [-0.18, 1.10, -2.35], [5.47, 1.85, 0.52], [6.28, 0.38, -1.30], [4.60, -0.76, -2.74], [1.98, -0.12, -3.52], [0.91, -0.61, -2.22], [2.17, -1.70, -2.77], [-5.64, -1.47, -1.51], [-5.50, -0.17, -1.02], [-4.08, 0.04, -0.64], [-3.65, 1.26, -0.09], [-2.33, 1.45, 0.19], [-1.40, 0.46, 0.00], [-1.83, -0.78, -0.45], [-3.14, -0.98, -0.81], [-0.79, -1.85, -0.41], [-1.03, -3.17, -0.73], [-0.04, -4.13, -0.51], [-0.30, -5.60, -0.71], [-0.44, -6.06, 0.62], [1.18, -3.71, 0.03], [1.38, -2.37, 0.31], [0.42, -1.45, 0.10], [-6.55, -1.63, -1.81], [-6.12, 0.02, -0.13], [-5.77, 0.60, -1.76], [-4.36, 2.06, 0.11], [-1.94, 2.39, 0.57], [-3.48, -1.94, -1.18], [-1.99, -3.48, -1.13], [0.55, -6.06, -1.22], [-1.20, -5.75, -1.31], [-0.53, -7.02, 0.63], [1.96, -4.43, 0.25], [2.31, -2.01, 0.73]]
}

{
  "formula": "C30H31BO5",
  "method": "wB97M-V/def2-TZVPD",
  "largest_force_ev_per_a": 6.334,
  "spin_multiplicity": 1,
  "de_lowest_ev": 0.0000,
  "gap_ev": 5.0,
  "e_lumo_ev": -1.559,
  "homo_ev": -6.5109,
  "elements": ["C", "C", "C", "C", "C", "B", "O", "C", "C", "C", "C", "O", "C", "O", "O", "H", "H", "H", "H", "H", "H", "H", "H", "H", "H", "H", "H", "H", "H", "C", "C", "C", "C", "C", "C", "C", "C", "C", "C", "O", "C", "C", "C", "C", "C", "C", "C", "C", "C", "C", "H", "H", "H", "H", "H", "H", "H", "H", "H", "H", "H", "H", "H", "H", "H", "H", "H"],
  "coordinates": [[-1.24, 3.13, 7.45], [-2.17, 2.62, 6.45], [-3.52, 2.89, 6.27], [-3.86, 2.29, 5.03], [-2.70, 1.66, 4.48], [-2.27, 1.60, 2.84], [-1.97, 0.26, 2.30], [-1.58, 0.46, 0.99], [-1.43, 1.93, 0.63], [-0.96, 2.20, -0.79], [-0.47, 2.49, 1.72], [-1.08, 2.45, 3.00], [-2.91, 2.41, 0.78], [-3.37, 2.27, 2.12], [-1.69, 1.88, 5.39], [-1.74, 3.92, 8.03], [-0.95, 2.36, 8.17], [-0.34, 3.55, 6.99], [-4.15, 3.51, 6.92], [-4.83, 2.37, 4.55], [-0.39, -0.19, 0.83], [-2.30, -0.03, 0.30], [-1.40, 3.14, -1.16], [0.14, 2.29, -0.84], [-1.30, 1.39, -1.45], [0.43, 1.84, 1.80], [-0.17, 3.52, 1.45], [-2.97, 3.46, 0.44], [-3.52, 1.78, 0.11], [4.49, -4.02, 2.81], [3.43, -3.12, 2.24], [2.28, -2.80, 3.00], [1.22, -2.14, 2.41], [1.23, -1.76, 1.06], [-0.08, -1.25, 0.49], [-0.07, -1.15, -1.05], [0.94, -0.47, -1.76], [0.95, -0.38, -3.15], [-0.11, -0.93, -3.87], [-0.39, -0.59, -5.21], [0.51, -0.53, -6.27], [-0.04, -0.07, -7.48], [0.65, -0.25, -8.67], [1.92, -0.83, -8.66], [2.50, -1.19, -7.44], [1.82, -1.01, -6.23], [-1.06, -1.72, -3.20], [-1.06, -1.79, -1.81], [2.36, -2.12, 0.31], [3.45, -2.76, 0.89], [5.44, -3.90, 2.29], [4.63, -3.81, 3.88], [4.22, -5.08, 2.74], [2.17, -3.12, 4.04], [0.31, -1.93, 2.96], [-0.85, -1.98, 0.79], [1.75, 0.03, -1.23], [1.74, 0.15, -3.69], [-1.03, 0.38, -7.46], [0.20, 0.06, -9.61], [2.46, -1.00, -9.59], [3.51, -1.60, -7.42], [2.28, -1.26, -5.28], [-1.85, -2.19, -3.79], [-1.88, -2.31, -1.30], [2.42, -1.94, -0.76], [4.28, -3.06, 0.23]]
}

{
  "formula": "C30H31BrN5O4Pd",
  "method": "wB97M-V/def2-TZVPD",
  "largest_force_ev_per_a": 2.308,
  "spin_multiplicity": 1,
  "total_charge": 1,
  "gap_ev": [5.5, 5.5],
  "e_lumo_ev": [-4.097, -4.097],
  "homo_ev": [-9.6379, -9.6387],
  "elements": ["Pd", "C", "C", "C", "C", "C", "N", "C", "C", "C", "N", "C", "C", "C", "C", "C", "C", "C", "C", "N", "C", "C", "C", "N", "C", "C", "C", "C", "O", "C", "O", "H", "H", "H", "H", "H", "H", "H", "H", "H", "H", "H", "H", "H", "H", "H", "H", "H", "H", "H", "H", "H", "H", "H", "H", "H", "H", "H", "H", "Br", "C", "C", "N", "C", "C", "C", "C", "O", "O", "H", "H", "H"],
  "coordinates": [[0.61, 0.50, -0.61], [-5.57, -2.84, 0.12], [-4.16, -2.40, -0.15], [-3.16, -3.32, -0.36], [-1.82, -2.94, -0.54], [-0.88, -3.97, -0.73], [0.43, -3.95, -0.48], [1.11, -3.01, 0.36], [1.87, -3.71, 1.49], [2.08, -2.72, 2.63], [0.82, -2.41, 3.29], [0.61, -1.28, 3.98], [1.18, -0.02, 3.70], [1.60, 0.75, 4.79], [2.31, 1.93, 4.63], [2.87, 2.67, 5.80], [2.49, 2.41, 3.34], [1.94, 1.77, 2.21], [1.94, 2.52, 1.00], [1.47, 2.20, -0.16], [1.19, 3.27, -1.10], [-0.34, 3.42, -1.34], [-1.22, 2.95, -0.16], [-1.28, 1.51, -0.12], [-2.36, 0.85, -0.31], [-2.52, -0.58, -0.34], [-3.83, -1.05, -0.15], [-1.47, -1.52, -0.60], [-0.30, -1.24, -1.00], [1.29, 0.51, 2.36], [0.72, -0.12, 1.40], [-5.68, -3.91, 0.01], [-6.27, -2.35, -0.55], [-5.86, -2.57, 1.14], [-3.40, -4.37, -0.35], [-1.26, -4.92, -1.08], [0.98, -4.72, -0.84], [0.37, -2.37, 0.83], [1.80, -2.38, -0.23], [2.83, -4.09, 1.16], [1.27, -4.55, 1.85], [2.50, -1.79, 2.24], [2.77, -3.14, 3.36], [0.32, -3.24, 3.60], [0.00, -1.37, 4.87], [1.44, 0.36, 5.79], [3.25, 1.98, 6.55], [2.11, 3.29, 6.27], [3.69, 3.31, 5.49], [3.04, 3.33, 3.19], [2.32, 3.53, 1.11], [1.68, 3.06, -2.05], [1.59, 4.22, -0.71], [-0.64, 2.85, -2.22], [-0.54, 4.47, -1.53], [-2.23, 3.37, -0.30], [-0.83, 3.30, 0.79], [-3.29, 1.41, -0.42], [-4.62, -0.33, 0.02], [2.68, 3.07, -7.43], [1.29, 2.06, -6.63], [0.21, 1.64, -7.40], [-0.79, 0.95, -6.89], [-0.79, 0.67, -5.60], [0.24, 1.05, -4.75], [1.31, 1.76, -5.27], [0.10, 0.77, -3.28], [-1.03, 0.67, -2.80], [1.16, 0.72, -2.58], [0.15, 1.87, -8.45], [-1.65, 0.14, -5.21], [2.13, 2.08, -4.65]]
}

{
  "formula": "C30H31Cl2N10O2SSeZr",
  "method": "wB97M-V/def2-TZVPD",
  "largest_force_ev_per_a": 0.623,
  "spin_multiplicity": 1,
  "de_lowest_ev": 0.8192,
  "total_charge": 1,
  "gap_ev": 7.5,
  "e_lumo_ev": -2.907,
  "homo_ev": -10.3997,
  "elements": ["Zr", "Cl", "C", "C", "C", "N", "C", "O", "C", "C", "C", "C", "C", "N", "C", "C", "C", "Cl", "N", "C", "O", "C", "C", "C", "C", "C", "N", "H", "H", "H", "H", "H", "H", "H", "H", "H", "H", "N", "C", "C", "C", "N", "H", "H", "H", "H", "H", "H", "H", "H", "H", "H", "C", "C", "N", "N", "C", "S", "N", "N", "H", "H", "H", "H", "H", "H", "Se", "C", "C", "C", "C", "C", "C", "H", "H", "H", "H", "H"],
  "coordinates": [[0.19, 0.42, -0.48], [-1.43, -3.43, 5.47], [-0.66, -2.37, 4.35], [-1.41, -1.77, 3.36], [-0.86, -0.92, 2.41], [-1.84, -0.49, 1.46], [-2.06, 0.66, 0.90], [-1.23, 1.62, 0.65], [-3.46, 0.86, 0.39], [-4.51, 1.02, 1.28], [-5.78, 1.25, 0.77], [-5.96, 1.28, -0.61], [-4.85, 1.10, -1.42], [-3.62, 0.91, -0.94], [0.53, -0.66, 2.45], [1.29, -1.30, 3.43], [0.71, -2.14, 4.37], [1.73, -2.93, 5.52], [1.08, 0.21, 1.50], [2.31, 0.78, 1.69], [3.19, 0.47, 2.47], [2.49, 2.01, 0.84], [3.54, 2.87, 1.10], [3.65, 4.04, 0.37], [2.71, 4.30, -0.61], [1.72, 3.37, -0.83], [1.58, 2.26, -0.11], [-2.47, -1.95, 3.32], [-4.33, 0.97, 2.34], [-6.62, 1.39, 1.43], [-6.93, 1.45, -1.05], [-4.95, 1.12, -2.50], [2.35, -1.14, 3.46], [4.24, 2.59, 1.88], [4.46, 4.73, 0.56], [2.76, 5.19, -1.22], [1.02, 3.53, -1.65], [-1.19, -0.80, -1.99], [-1.00, -0.71, -3.46], [-1.43, 0.64, -4.01], [-0.67, 1.84, -3.45], [-0.88, 1.93, -1.98], [-1.08, -1.77, -1.69], [-2.15, -0.54, -1.78], [-1.58, -1.49, -3.95], [0.05, -0.90, -3.68], [-2.50, 0.78, -3.83], [-1.29, 0.63, -5.09], [-1.03, 2.75, -3.93], [0.39, 1.74, -3.64], [-1.87, 1.73, -1.77], [-0.75, 2.88, -1.65], [-2.88, -5.15, 2.16], [-1.55, -4.62, 1.79], [-0.42, -4.93, 2.35], [0.50, -4.16, 1.71], [-0.02, -3.38, 0.76], [0.88, -2.35, -0.27], [-1.34, -3.68, 0.80], [-2.29, -3.07, 0.00], [-2.75, -5.84, 2.99], [-3.34, -5.69, 1.32], [-3.55, -4.35, 2.46], [1.46, -4.17, 1.99], [-2.70, -2.29, 0.53], [-2.99, -3.75, -0.27], [2.19, -0.13, -2.13], [3.80, 0.84, -1.77], [4.14, 1.95, -2.55], [5.35, 2.60, -2.31], [6.21, 2.15, -1.32], [5.86, 1.04, -0.56], [4.66, 0.38, -0.78], [3.48, 2.29, -3.33], [5.62, 3.45, -2.92], [7.15, 2.65, -1.15], [6.53, 0.68, 0.21], [4.39, -0.48, -0.19]]
}

{
  "formula": "C30H31Cl2O5OsSb",
  "method": "wB97M-V/def2-TZVPD",
  "largest_force_ev_per_a": 4.506,
  "spin_multiplicity": 5,
  "de_lowest_ev": 1.1139,
  "total_charge": 2,
  "gap_ev": [8.4, 3.8],
  "e_lumo_ev": [-5.936, -10.566],
  "s2": 6.035,
  "homo_ev": [-14.3673, -14.3557],
  "elements": ["Os", "O", "C", "O", "C", "C", "C", "C", "C", "O", "C", "C", "O", "O", "H", "H", "H", "H", "H", "H", "H", "H", "Cl", "C", "Cl", "H", "H", "C", "C", "C", "C", "C", "C", "C", "Sb", "C", "C", "C", "C", "C", "C", "C", "C", "C", "C", "C", "C", "C", "C", "H", "H", "H", "H", "H", "H", "H", "H", "H", "H", "H", "H", "H", "H", "H", "H", "H", "H", "H", "H", "H"],
  "coordinates": [[-0.77, 0.25, -1.48], [2.12, -1.79, -3.38], [1.50, -0.80, -3.04], [0.60, -0.90, -2.03], [1.77, 0.64, -3.46], [2.13, 1.56, -2.34], [2.76, 2.86, -2.83], [1.58, 3.62, -3.39], [0.41, 2.64, -3.17], [0.85, 2.02, -1.89], [0.52, 1.42, -4.16], [-0.71, 0.48, -4.19], [-0.84, -0.53, -4.79], [-1.58, 0.79, -3.22], [2.63, 0.44, -4.11], [2.58, 0.94, -1.58], [3.49, 2.63, -3.61], [3.18, 3.37, -2.02], [1.59, 3.89, -4.45], [1.38, 4.59, -2.87], [-0.59, 3.06, -3.05], [0.77, 1.79, -5.12], [-2.53, 1.67, -0.45], [-3.84, 1.84, -1.71], [-5.35, 2.09, -0.93], [-3.81, 0.92, -2.33], [-3.54, 2.69, -2.25], [-3.38, -1.90, -0.13], [-2.34, -2.85, 0.46], [-2.83, -4.16, 0.82], [-2.06, -5.12, 1.41], [-0.73, -4.84, 1.69], [-0.28, -3.56, 1.50], [-1.04, -2.51, 0.97], [-0.09, -0.52, 1.00], [2.01, -0.84, 0.85], [2.40, -1.85, 0.05], [3.76, -1.89, -0.27], [4.69, -1.18, 0.38], [4.28, -0.17, 1.19], [2.96, 0.00, 1.42], [2.51, 1.28, 2.13], [-0.83, 0.79, 2.59], [-0.90, 2.23, 2.39], [-1.65, 3.00, 3.28], [-2.25, 2.40, 4.39], [-2.15, 1.03, 4.55], [-1.42, 0.20, 3.66], [-1.54, -1.27, 3.82], [-3.08, -1.49, -1.06], [-3.65, -1.15, 0.64], [-4.27, -2.46, -0.33], [-3.84, -4.36, 0.38], [-2.51, -6.09, 1.59], [-0.09, -5.56, 2.16], [0.67, -3.29, 1.87], [1.71, -2.58, -0.46], [4.09, -2.74, -0.89], [5.73, -1.40, 0.32], [4.87, 0.51, 1.70], [3.17, 1.33, 2.99], [1.49, 1.29, 2.45], [2.66, 2.24, 1.55], [-0.42, 2.68, 1.51], [-1.74, 4.07, 3.26], [-2.82, 3.04, 5.01], [-2.61, 0.57, 5.41], [-0.62, -1.80, 3.69], [-2.14, -1.73, 3.09], [-1.99, -1.53, 4.84]]
}

{
  "formula": "C30H31IrN4O4Si",
  "method": "wB97M-V/def2-TZVPD",
  "largest_force_ev_per_a": 4.452,
  "spin_multiplicity": 1,
  "gap_ev": [6.3, 6.3],
  "e_lumo_ev": [-1.211, -1.215],
  "homo_ev": [-7.5379, -7.5333],
  "elements": ["Ir", "O", "C", "C", "C", "C", "C", "C", "C", "O", "N", "N", "C", "C", "C", "C", "C", "C", "C", "O", "H", "H", "H", "H", "H", "H", "H", "H", "H", "H", "C", "N", "N", "C", "O", "C", "C", "C", "C", "C", "C", "C", "C", "C", "H", "H", "H", "H", "H", "H", "H", "H", "H", "H", "H", "H", "C", "Si", "C", "C", "C", "C", "H", "H", "H", "H", "H", "H", "H", "H", "H"],
  "coordinates": [[0.73, -0.28, 0.71], [-2.67, -3.34, 0.20], [-3.04, -3.35, 1.49], [-4.29, -3.86, 1.81], [-4.72, -3.90, 3.12], [-3.91, -3.43, 4.14], [-2.67, -2.90, 3.84], [-2.22, -2.85, 2.52], [-0.93, -2.22, 2.20], [-0.59, -2.09, 0.97], [-0.18, -1.80, 3.20], [0.90, -1.11, 2.85], [1.84, -0.89, 3.72], [3.07, -0.20, 3.49], [3.94, -0.07, 4.59], [5.13, 0.62, 4.50], [5.49, 1.22, 3.29], [4.68, 1.08, 2.19], [3.47, 0.34, 2.23], [2.84, 0.18, 1.12], [-1.78, -2.90, 0.16], [-4.91, -4.23, 1.00], [-5.70, -4.29, 3.35], [-4.24, -3.46, 5.17], [-2.03, -2.50, 4.62], [1.69, -1.27, 4.73], [3.65, -0.51, 5.53], [5.78, 0.71, 5.35], [6.40, 1.79, 3.21], [4.94, 1.52, 1.24], [1.31, 0.96, -5.30], [1.90, 0.23, -4.22], [1.11, -0.52, -3.36], [1.77, -0.66, -2.15], [1.31, -1.34, -1.22], [2.98, 0.07, -2.28], [2.99, 0.64, -3.52], [3.99, 1.57, -4.11], [0.07, -1.36, -3.79], [-1.02, -1.57, -2.94], [-1.99, -2.48, -3.30], [-1.91, -3.16, -4.50], [-0.85, -2.93, -5.36], [0.16, -2.05, -5.00], [0.49, 0.39, -5.74], [2.06, 1.14, -6.07], [0.91, 1.93, -4.96], [3.72, 0.15, -1.51], [4.74, 1.81, -3.36], [3.52, 2.49, -4.44], [4.49, 1.11, -4.96], [-1.07, -1.03, -2.01], [-2.81, -2.67, -2.62], [-2.67, -3.88, -4.77], [-0.78, -3.46, -6.30], [1.01, -1.92, -5.64], [-4.06, 3.23, 1.22], [-2.25, 3.84, 1.12], [-1.99, 4.94, -0.42], [-1.85, 4.83, 2.70], [-1.13, 2.38, 0.92], [-0.40, 1.42, 0.73], [-4.76, 4.07, 1.25], [-4.22, 2.64, 2.12], [-4.33, 2.61, 0.37], [-2.63, 5.82, -0.39], [-2.22, 4.40, -1.34], [-0.96, 5.28, -0.49], [-2.47, 5.72, 2.77], [-0.81, 5.14, 2.73], [-2.03, 4.23, 3.59]]
}